(1)
127
Properties=species:S:1:pos:R:3:forces:R:3 method="wB97M-V/def2-TZVPD" total_energy_ha=-4620.4543 multiplicity=1 gap_ev=10.3 de_lowest_kj_mol=322.8 largest_force_ev_per_a=4.189 charge=0
C -12.464 -1.871 -10.472 0.185 -1.109 -0.036
O -13.543 -0.956 -10.733 -0.468 -0.439 0.107
P -15.078 -1.468 -10.592 0.487 -0.581 0.811
O -16.091 -0.558 -11.137 0.769 -0.338 0.111
O -15.177 -1.756 -8.990 -0.525 -0.644 -2.078
C -14.770 -0.816 -8.008 0.987 -0.470 0.503
O -15.065 -2.967 -11.254 0.048 1.196 1.555
C -15.628 -3.182 -12.534 -0.350 0.370 -1.191
H -12.182 -2.407 -11.379 0.100 0.495 -0.318
H -12.693 -2.706 -9.811 -0.725 0.235 0.360
H -11.587 -1.417 -10.012 -0.309 0.684 -0.341
H -15.573 -0.610 -7.300 -0.225 0.358 -0.539
H -14.266 0.050 -8.437 -0.484 0.209 0.037
H -14.017 -1.336 -7.416 0.182 0.031 0.090
H -14.904 -3.677 -13.182 0.205 0.026 0.221
H -15.911 -2.241 -13.005 0.082 0.080 0.045
H -16.529 -3.796 -12.547 0.047 -0.098 0.665
C -5.133 0.802 -18.879 0.333 -0.138 0.095
O -4.245 0.984 -17.702 -1.513 -0.865 0.431
P -4.832 0.691 -16.188 -0.215 1.162 -0.833
O -3.826 0.765 -15.119 -0.439 -0.010 -0.864
O -6.049 1.775 -16.051 0.519 -1.373 0.232
C -5.895 3.099 -16.499 0.120 0.817 -1.178
O -5.626 -0.674 -16.322 -0.487 -0.137 0.268
C -6.521 -1.164 -15.269 0.121 0.405 -0.048
H -4.896 -0.097 -19.447 0.351 -0.297 0.576
H -4.980 1.593 -19.614 0.194 0.433 0.567
H -6.195 0.740 -18.645 0.134 0.192 0.447
H -6.415 3.240 -17.447 -0.296 -0.288 -0.152
H -4.862 3.325 -16.763 0.129 0.176 0.569
H -6.349 3.838 -15.839 0.352 -0.351 0.455
H -6.824 -0.351 -14.610 0.211 0.018 0.013
H -6.043 -1.956 -14.693 0.222 0.188 -0.150
H -7.438 -1.562 -15.704 0.275 0.064 -0.407
C -7.411 10.860 -12.955 1.261 0.350 -0.330
O -8.244 10.123 -13.817 -2.950 -1.137 -0.005
P -9.796 9.860 -13.374 -0.307 -1.510 -0.295
O -10.638 8.994 -14.266 1.688 1.860 0.952
O -9.670 9.245 -11.896 0.196 0.527 -0.571
C -10.825 8.808 -11.153 -0.091 0.241 0.156
O -10.339 11.339 -13.059 0.141 -0.140 -0.751
C -10.732 12.152 -14.176 -0.477 0.325 -1.006
H -7.114 11.767 -13.481 -0.197 0.253 0.165
H -6.504 10.256 -12.911 0.037 0.111 0.690
H -7.840 11.101 -11.983 0.061 -0.220 -0.088
H -10.737 9.206 -10.142 0.152 -0.006 -0.062
H -10.859 7.720 -11.097 0.118 0.090 -0.233
H -11.759 9.188 -11.568 0.103 -0.070 -0.216
H -10.048 12.945 -14.477 0.375 0.269 1.146
H -11.725 12.556 -13.976 0.200 0.048 0.132
H -10.781 11.659 -15.147 -0.300 -0.998 0.319
C 0.966 5.889 -10.169 -0.776 -0.165 -1.114
O 0.448 6.286 -8.889 2.030 -0.995 1.736
P 1.336 5.853 -7.570 1.148 1.360 0.057
O 0.930 6.571 -6.337 -0.108 -1.191 -1.355
O 1.415 4.234 -7.521 1.457 3.057 -0.036
C 0.409 3.481 -6.946 -1.556 -1.947 -1.190
O 2.913 6.184 -7.965 -3.520 -0.737 -2.148
C 3.822 6.154 -6.942 0.958 -0.144 1.863
H 1.888 5.308 -10.187 0.086 0.294 0.509
H 1.049 6.772 -10.803 0.335 0.121 0.293
H 0.215 5.278 -10.668 -0.144 -0.151 0.209
H 0.723 2.838 -6.124 0.232 0.558 0.223
H 0.223 2.824 -7.796 -0.753 -0.693 0.392
H -0.533 3.996 -6.757 0.277 0.307 0.363
H 4.817 5.887 -7.298 -0.044 0.388 -0.334
H 3.580 5.374 -6.221 -0.097 0.031 0.277
H 3.786 7.127 -6.451 0.468 -0.099 0.252
C -8.335 0.229 -4.981 -0.058 0.004 -0.498
O -7.322 1.052 -5.660 -0.801 -0.334 0.375
P -7.767 2.534 -6.083 1.805 0.190 0.161
O -9.047 2.635 -6.786 0.254 0.212 0.603
O -7.601 3.345 -4.686 -0.346 -0.565 -1.073
C -6.479 3.121 -3.838 0.982 0.245 0.973
O -6.466 3.047 -6.934 -1.561 -0.633 1.558
C -6.228 2.577 -8.240 0.895 0.612 -1.492
H -9.165 0.813 -4.584 0.144 0.256 -0.107
H -7.913 -0.343 -4.154 0.483 0.293 -0.160
H -8.743 -0.479 -5.702 0.083 0.104 -0.058
H -6.683 3.387 -2.801 -0.800 0.302 -0.171
H -5.631 3.755 -4.097 -0.082 -0.029 -0.499
H -6.117 2.098 -3.733 -0.328 -0.214 -0.759
H -5.378 1.897 -8.290 -0.305 -0.463 0.425
H -5.870 3.426 -8.822 -0.088 0.299 0.091
H -7.074 2.213 -8.823 -0.287 -0.286 0.642
C -5.016 -3.661 -8.288 0.080 -0.122 -0.468
O -6.360 -4.085 -8.206 -0.544 -0.254 0.052
H -4.301 -4.476 -8.176 0.007 -0.058 0.285
H -4.877 -3.304 -9.308 0.109 0.334 0.106
H -4.824 -2.867 -7.566 0.183 0.015 -0.026
H -6.443 -4.898 -7.704 0.163 0.095 0.050
C 0.194 -3.316 -11.951 -0.464 -0.288 -0.535
O -0.388 -2.230 -11.234 0.085 -0.356 -0.199
H 1.246 -3.447 -11.698 -0.022 0.176 -0.135
H -0.317 -4.269 -11.812 -0.160 -0.041 0.810
H 0.024 -3.192 -13.021 0.633 0.348 -0.196
H -0.749 -1.650 -11.909 -0.092 0.173 0.247
C -10.345 -6.282 -1.630 0.484 0.174 -0.407
O -11.653 -6.020 -2.136 0.580 0.121 0.203
H -9.565 -6.204 -2.387 -0.133 -0.396 -0.645
H -9.975 -5.499 -0.969 -0.858 -0.127 0.587
H -10.309 -7.283 -1.199 0.195 0.159 0.371
H -11.817 -6.734 -2.755 -0.265 0.073 -0.108
C -3.518 -3.147 -1.821 0.942 1.717 0.318
O -4.457 -2.773 -0.825 -0.870 -0.693 -0.136
H -3.126 -4.164 -1.820 -0.462 -0.180 0.192
H -3.876 -2.839 -2.803 -0.438 -0.438 0.094
H -2.694 -2.456 -1.645 0.686 -0.292 -0.346
H -4.021 -2.663 0.023 0.138 -0.112 -0.129
C -5.020 9.413 -7.225 -0.297 -1.168 1.024
O -5.288 10.777 -7.032 -0.035 0.593 -0.542
H -4.253 9.090 -6.521 0.328 -0.103 -0.120
H -5.906 8.837 -6.956 -0.130 -0.249 -0.144
H -4.740 9.083 -8.225 0.055 0.756 -0.162
H -6.002 10.827 -6.392 0.077 0.167 -0.061
C -13.578 4.906 -3.104 0.967 0.469 -0.427
O -13.485 5.748 -4.289 -0.896 -0.577 0.856
H -14.270 5.316 -2.368 0.047 0.428 -0.368
H -13.885 3.870 -3.251 -0.088 0.011 -0.593
H -12.573 4.894 -2.684 -0.065 -0.175 0.429
H -12.988 5.285 -4.968 0.053 -0.160 0.096
C -9.223 0.533 1.923 -0.851 -0.335 0.028
O -10.075 1.144 0.954 0.550 0.528 -0.138
H -8.196 0.895 1.886 -0.209 0.126 -0.519
H -9.592 0.751 2.926 0.011 -0.127 0.189
H -9.264 -0.540 1.734 0.449 -0.161 0.350
H -10.936 0.720 0.996 0.053 -0.033 0.080

(2)
129
Properties=species:S:1:pos:R:3:forces:R:3 method="wB97M-V/def2-TZVPD" total_energy_ha=-2427.8742 multiplicity=1 gap_ev=8.8 de_lowest_kj_mol=6.9 largest_force_ev_per_a=11.608 charge=+2
C 24.469 34.481 14.085 6.237 5.203 -1.930
C 24.751 35.219 12.661 1.783 -0.461 3.846
C 25.766 36.384 13.077 -2.009 2.211 -0.422
C 26.315 37.032 11.761 -2.720 1.073 -0.715
N 27.418 38.110 11.887 0.651 -0.218 0.343
C 28.570 37.591 12.774 1.487 -2.396 -0.543
C 28.426 38.126 14.207 0.618 1.383 -3.292
C 27.324 39.102 14.045 -4.463 2.251 4.955
C 26.960 39.287 12.583 -3.344 -0.206 2.001
C 27.945 38.565 10.536 -2.127 -0.065 -0.037
C 26.930 39.158 9.600 0.268 -0.941 -1.323
C 27.577 39.435 8.186 2.630 0.963 1.632
H 25.336 34.011 14.497 1.142 -0.456 -0.373
H 23.882 33.815 13.847 -6.480 -6.876 -1.620
H 24.212 35.062 14.866 -1.807 2.443 2.305
H 23.838 35.242 12.023 0.892 1.002 0.501
H 25.448 34.515 12.299 0.402 -1.072 -1.435
H 26.586 36.063 13.773 -0.835 -0.308 -0.928
H 25.145 37.152 13.676 1.034 -0.872 -0.908
H 25.412 37.508 11.134 1.909 -0.625 1.871
H 26.535 36.198 11.109 1.358 -0.014 -0.181
H 29.584 37.837 12.366 -1.298 0.337 -0.073
H 28.591 36.465 12.727 -0.398 1.066 -0.057
H 29.318 38.670 14.378 1.042 0.205 0.666
H 28.248 37.400 14.918 -0.293 -1.562 1.307
H 27.521 40.167 14.553 -0.132 -2.263 -1.301
H 26.407 38.696 14.821 1.947 1.123 -2.560
H 27.523 40.076 12.314 2.401 2.526 -1.430
H 25.917 39.658 12.269 1.164 -1.283 0.887
H 28.028 37.641 10.211 1.888 -4.363 -2.539
H 28.839 39.115 10.447 1.113 0.656 1.163
H 26.541 39.919 10.189 -0.969 2.533 -0.075
H 26.091 38.483 9.443 0.042 -0.256 -0.020
H 28.152 38.500 7.834 -0.972 1.484 0.462
H 28.313 40.361 8.220 -1.071 -2.054 0.246
H 26.898 39.784 7.454 -1.068 -0.215 -0.627
C 14.745 37.274 16.911 -1.992 -1.154 2.500
C 15.777 36.680 16.041 1.731 1.456 -0.863
C 17.030 37.563 15.893 -0.297 -0.684 5.216
C 17.918 37.145 14.885 5.598 -6.931 7.440
N 19.395 37.474 15.041 0.106 -1.070 -2.026
C 20.214 36.923 13.863 4.204 4.316 -0.299
C 20.903 35.621 14.131 -5.257 -0.152 0.321
C 20.565 35.367 15.597 3.438 -0.899 1.614
C 19.940 36.642 16.146 -1.730 -0.184 0.839
C 19.582 38.936 15.171 -1.283 1.345 -2.991
C 19.142 39.803 13.806 -5.271 0.304 7.809
C 19.143 41.310 13.981 4.535 0.347 6.413
H 13.995 36.445 16.829 -0.504 1.375 -0.050
H 14.363 38.292 16.622 0.303 -1.226 0.288
H 14.900 37.175 18.054 0.451 0.740 -1.780
H 15.351 36.656 15.046 -0.167 -0.576 -0.395
H 16.059 35.693 16.374 0.057 -0.417 -0.056
H 17.517 37.696 16.916 -0.255 -0.926 -0.848
H 16.765 38.529 15.828 -1.548 3.671 -1.075
H 17.528 37.251 14.062 -3.058 1.494 -9.195
H 17.943 35.934 15.105 0.094 2.562 -1.203
H 21.099 37.714 13.553 -2.494 -1.446 1.079
H 19.548 36.972 13.088 -1.400 -0.406 -2.237
H 21.887 35.482 14.012 3.598 0.492 -1.048
H 20.346 35.019 13.398 0.575 -1.010 0.715
H 21.659 35.048 16.188 -3.370 1.178 -1.402
H 19.976 34.488 15.640 -0.892 -0.613 0.654
H 20.537 37.354 16.555 3.123 1.245 1.415
H 19.178 36.636 16.939 -0.009 -1.002 -0.422
H 20.569 39.207 15.415 1.436 -0.138 0.219
H 18.946 39.202 15.969 -0.754 0.777 0.849
H 18.058 39.590 13.611 0.449 -0.335 0.572
H 19.491 39.531 12.961 3.657 -1.949 -5.524
H 18.734 41.719 13.158 -1.110 1.859 -2.691
H 20.344 41.552 14.132 -2.997 0.126 -0.775
H 18.666 41.869 15.040 1.023 -2.208 -3.192
O 21.948 36.099 9.973 3.467 4.189 -2.814
H 22.551 36.859 10.426 -2.262 -3.227 -0.916
H 22.218 36.410 8.965 -1.398 -1.715 3.484
O 31.483 36.159 13.462 -0.661 0.425 2.578
H 31.506 35.275 13.159 0.269 -1.005 -0.982
H 31.542 36.796 12.779 0.406 0.570 -1.560
O 31.675 37.940 11.037 -1.677 3.864 -2.817
H 31.903 37.785 10.061 -0.227 -0.079 2.041
H 31.210 38.921 10.905 1.878 -3.791 0.796
O 25.508 31.012 15.653 4.585 -4.384 -1.666
H 25.263 31.006 14.753 -0.260 -0.301 -1.647
H 24.977 31.588 16.017 -4.345 4.676 3.312
O 23.012 39.402 14.119 -2.347 1.692 -3.267
H 23.335 40.250 14.351 0.118 1.955 -0.239
H 23.442 38.945 14.752 2.276 -3.731 3.501
O 29.948 41.050 12.687 -0.685 1.710 -1.141
H 30.692 40.937 12.080 0.147 -0.094 0.349
H 29.578 41.926 12.342 0.415 -1.643 0.755
O 29.906 42.307 8.596 0.574 1.792 0.728
H 29.608 43.105 9.143 0.947 -1.588 -0.983
H 30.830 42.511 8.283 -1.449 -0.097 0.497
O 26.618 36.454 16.890 0.965 1.142 2.353
H 26.267 35.965 17.729 1.415 1.498 -1.880
H 27.300 37.219 17.161 -2.571 -2.732 -0.384
O 26.845 31.959 11.166 -0.934 -1.121 -1.632
H 27.415 32.616 11.473 2.046 1.928 0.133
H 26.431 31.838 11.993 -1.321 -0.999 1.355
O 28.287 33.688 12.702 5.467 0.186 1.179
H 29.365 33.467 12.579 -4.439 0.576 -0.041
H 28.403 34.060 13.631 -1.025 -0.487 -0.996
O 22.913 37.983 11.625 -0.078 1.333 -0.627
H 22.976 38.647 12.319 0.304 -0.103 1.047
H 22.620 38.579 10.910 -0.004 -0.415 -0.011
O 26.700 39.123 4.788 -1.923 -4.029 0.234
H 27.328 39.065 4.069 0.311 0.189 -0.349
H 26.267 38.129 4.757 1.563 3.881 0.169
O 32.326 39.789 15.489 -0.359 -4.358 1.283
H 31.705 39.020 15.917 2.235 3.584 -1.644
H 31.782 40.529 15.367 -1.360 1.524 -0.151
O 27.530 43.058 11.758 -0.778 -0.377 -0.596
H 27.287 42.979 12.678 0.050 0.168 0.572
H 26.663 42.964 11.310 0.826 0.186 0.036
O 28.234 34.693 15.373 -4.865 -0.435 -1.045
H 29.097 34.870 15.558 3.535 1.221 1.268
H 27.563 35.330 15.758 1.597 -0.855 -0.192
O 24.950 41.310 6.165 0.565 0.575 0.195
H 25.475 40.639 5.733 -0.044 -0.856 -0.513
H 25.638 41.994 6.210 -0.405 0.165 0.339
O 27.378 43.092 7.444 -3.457 0.436 -0.803
H 26.973 43.973 7.235 1.496 -1.127 0.504
H 28.274 43.047 7.689 1.836 0.614 0.107
O 24.089 37.730 16.253 1.724 -2.070 -2.516
H 23.769 38.141 17.023 0.033 0.240 1.931
H 24.859 37.052 16.348 -1.797 2.101 0.520
O 30.499 38.387 16.781 -1.338 -0.028 0.696
H 30.685 37.479 16.592 0.476 -1.111 -0.204
H 29.591 38.353 17.121 0.470 0.423 -0.013

HOMO level for every record listed, in sequence, given in eV: -10.18; -13.71.